6
Properties=species:S:1:pos:R:3 method="wB97M-V/def2-TZVPD" orbital_gap_ev=6.1 total_energy_ev=-76680.5845 lumo_ha=0.13930 charge=-1 largest_force_ha_per_bohr=0.0565
C 0.23111 1.29718 0.08341
N 0.08694 -1.30988 -0.65844
O 1.35467 1.51165 -0.01592
O -0.88240 1.50616 0.29068
Br -1.50752 -1.91293 0.09720
H 0.71720 -1.09219 0.20307